Density functional theory data (wB97M-V/def2-TZVPD) for a molecular structure, C31H26F3N9O9PSW in a non-equilibrium geometry.

```
81
Properties=species:S:1:pos:R:3:forces:R:3
W -0.508080 -0.064981 0.798543 0.58 -1.19 -2.08
O 0.145604 3.868575 1.550753 -0.55 -0.33 0.04
C -0.478577 2.831232 1.442487 0.51 0.39 0.07
N -0.100111 1.605897 1.960240 0.63 0.87 0.96
C 0.712368 1.634731 3.104789 -1.06 0.86 -0.22
O 0.706035 2.500614 3.953065 0.23 -0.68 -0.47
C 1.576484 0.451152 3.125422 0.86 -1.33 -0.47
C 2.515787 0.281879 4.141010 -0.48 0.35 -0.29
C 3.383484 -0.785813 4.101232 -0.14 -0.49 -0.72
C 3.296423 -1.637682 2.994038 0.31 0.60 0.82
C 2.366243 -1.395953 2.013487 -0.55 0.25 -0.59
N 1.459029 -0.387811 2.046257 0.94 0.25 1.70
C -1.715485 2.690429 0.644695 -0.88 -0.22 -0.43
C -2.316203 3.771023 0.015242 0.23 -0.17 0.22
C -3.512000 3.583895 -0.654159 -0.05 -0.52 0.16
C -4.096301 2.319009 -0.600331 0.18 0.63 0.01
C -3.430987 1.292106 0.035192 0.35 -0.49 0.35
N -2.216650 1.430099 0.602735 -0.11 1.46 -0.12
H 2.532148 1.027312 4.921354 -0.03 0.02 0.10
H 4.117484 -0.949944 4.872105 0.08 -0.01 0.13
H 3.968911 -2.470838 2.884466 0.07 -0.15 -0.05
H 2.335738 -2.053690 1.155361 -0.12 0.15 0.10
H -1.821234 4.727578 0.070446 0.03 0.11 0.03
H -3.992259 4.397324 -1.171856 -0.07 0.10 -0.07
H -5.058674 2.133830 -1.051724 -0.06 -0.06 0.02
H -3.897247 0.319071 0.117872 0.21 -0.01 -0.12
O -0.485661 0.778939 -3.413450 -0.28 -0.09 -0.10
C -0.935883 0.281800 -2.388390 0.52 0.30 0.66
O -0.426133 0.606330 -1.217451 -0.66 0.06 -1.00
C -2.009622 -0.744963 -2.405540 -0.30 -0.46 0.30
C -2.550374 -1.121073 -3.627202 -0.11 -0.05 0.06
C -3.508127 -2.125105 -3.690034 0.47 0.25 1.00
C -3.890350 -2.815977 -2.549924 -0.01 0.02 -0.06
C -3.366605 -2.455685 -1.320699 0.57 0.84 -0.69
C -2.440505 -1.380500 -1.200088 0.17 0.00 -0.62
O -2.027011 -0.988511 -0.037470 -0.67 0.16 0.05
N -3.794641 -3.170081 -0.146781 0.06 0.00 0.60
O -4.683208 -3.975126 -0.275675 -0.36 -0.40 -0.02
O -3.245498 -2.911441 0.913645 -0.38 -0.35 -0.01
N -4.136451 -2.453923 -4.953463 0.03 0.01 -0.02
O -4.975525 -3.322324 -4.938425 -0.32 -0.34 -0.17
O -3.788631 -1.821115 -5.923439 0.08 0.14 -0.39
H -2.218266 -0.620016 -4.526920 -0.04 -0.01 0.03
H -4.591931 -3.634973 -2.624092 -0.03 0.07 0.06
F -1.091386 -5.263793 0.674843 -0.13 0.08 -0.07
C -0.564669 -5.074081 1.890022 0.17 -0.17 -0.11
F -0.922270 -6.117788 2.639547 -0.19 0.03 0.28
F 0.774571 -5.144792 1.749413 0.09 0.08 0.04
C -0.972994 -3.754281 2.492588 -0.35 -0.18 0.59
C -1.686235 -3.675424 3.682806 0.38 0.17 -0.66
C -2.024402 -2.422147 4.194030 0.08 0.17 -0.09
C -1.658319 -1.292384 3.496750 0.13 0.08 -0.20
N -0.975559 -1.353976 2.329416 -0.84 -1.70 1.12
C -0.644263 -2.580664 1.817944 0.16 0.34 0.08
S 0.169161 -2.480054 0.288212 0.10 0.51 0.12
H -1.983542 -4.576518 4.194245 0.02 -0.11 0.07
H -2.568420 -2.335921 5.121456 -0.03 0.05 0.01
H -1.887856 -0.288795 3.846855 -0.04 -0.16 -0.03
C 4.665000 1.463306 -1.956087 0.50 -0.07 0.04
N 3.414714 1.386797 -2.826990 0.34 0.02 -0.25
C 2.924260 2.819218 -3.026794 -0.15 0.42 -0.34
N 2.694085 3.436616 -1.780847 0.14 0.46 -0.21
C 3.897522 3.472279 -0.971416 0.09 0.11 -0.06
N 4.400649 2.129554 -0.741003 0.59 0.21 0.07
C 3.555922 1.366995 0.154452 -0.52 -0.27 0.21
P 1.808461 1.129227 -0.504294 1.01 0.66 -0.46
C 2.350050 0.554925 -2.221164 -0.90 -0.64 0.67
C 1.555514 2.904375 -1.067754 -0.51 -0.22 0.43
H 5.421846 2.011996 -2.525760 -0.16 -0.09 -0.07
H 5.016397 0.445555 -1.765820 -0.13 0.05 -0.15
H 3.663128 0.980625 -3.733500 -0.03 0.12 0.07
H 2.003248 2.790333 -3.616470 0.15 -0.19 0.03
H 3.705351 3.356272 -3.573647 -0.02 -0.19 0.00
H 3.676298 3.941799 -0.014288 -0.01 0.01 -0.01
H 4.665028 4.063489 -1.477800 -0.05 -0.05 -0.03
H 3.516286 1.877209 1.119432 -0.03 -0.01 0.04
H 4.025136 0.393114 0.325250 -0.10 -0.02 0.06
H 1.464275 0.609953 -2.870169 0.20 -0.03 0.10
H 2.683485 -0.484987 -2.161537 0.13 0.11 -0.11
H 1.357229 3.550610 -0.210645 0.00 -0.12 -0.08
H 0.674788 2.916056 -1.718603 0.06 -0.04 0.11
```
Forces are in eV/Å.

Computed properties:
Relative energy (zero: lowest compared OMol25 entry of this formula, charge and spin) = 28.2 kcal/mol
Energy = -3472.8462 Eh
M = 972.478 g mol⁻¹
HOMO (spin up / spin down) = -0.362 / -0.367 hartree
Charge = +1
Kohn-Sham gap (spin up / spin down) = 0.23185 / 0.23332 Ha